Molecular formula: C49H102N4O21P5Ti
Method: DFT, the ωB97M-V functional and the def2-TZVPD basis

Element x y z (Å)
Ti1 0.6590 -1.3619 3.6800
C1 -1.2134 -0.5572 0.3298
C2 -0.0911 0.2152 1.0592
C3 0.1717 1.5708 0.3947
O1 -0.3571 0.3448 2.4316
H1 -0.9736 -0.5035 -0.7363
H2 -2.2283 -0.1909 0.4753
H3 -1.1327 -1.6085 0.6070
H4 0.8290 -0.3744 0.9180
H5 0.8476 2.1903 0.9909
H6 -0.7304 2.1621 0.2258
H7 0.6939 1.4164 -0.5555
C4 4.6753 2.6657 7.0474
C5 4.9506 1.3476 6.3486
O2 3.6807 0.7228 6.0619
P1 3.6779 -0.6103 5.1914
O3 2.3983 -1.3236 5.1151
O4 4.2982 -0.1231 3.7792
C6 3.4377 0.6448 2.9333
C7 4.2922 1.7031 2.2405
O5 4.8799 -1.4784 5.8093
C8 5.3150 -2.6338 5.0856
C9 6.8427 -2.5753 4.9256
H8 3.7863 2.7458 7.6715
H9 5.4971 2.9628 7.7042
H10 4.5916 3.4786 6.3242
H11 5.4517 1.5411 5.3991
H12 5.5677 0.6920 6.9613
H13 2.8301 0.0483 2.2493
H14 2.7073 1.2145 3.5262
H15 5.1525 1.1996 1.7945
H16 3.6820 2.2444 1.5183
H17 4.6618 2.3899 3.0015
H18 5.0593 -3.5085 5.6805
H19 4.9108 -2.7095 4.0753
H20 7.2459 -1.7102 4.3981
H21 7.3711 -2.6945 5.8702
H22 7.1338 -3.4043 4.2719
C10 -0.9190 -2.1552 -2.7638
C11 -1.6222 -3.0922 -3.7478
O6 -2.9828 -3.2151 -3.3862
P2 -3.4975 -4.5419 -2.6424
O7 -2.7988 -4.9578 -1.4136
O8 -5.0416 -4.2119 -2.4180
C12 -5.7079 -5.1540 -1.5368
C13 -5.7665 -4.6102 -0.1139
O9 -3.5036 -5.6121 -3.8323
C14 -4.1651 -5.3225 -5.0786
C15 -4.7190 -6.6476 -5.5486
H23 -0.9585 -2.6022 -1.7691
H24 0.1475 -2.0308 -2.9533
H25 -1.5029 -1.2373 -2.8066
H26 -1.5702 -2.7020 -4.7688
H27 -1.1177 -4.0631 -3.8267
H28 -6.7427 -5.1806 -1.8693
H29 -5.2586 -6.1448 -1.5553
H30 -5.9527 -3.5391 -0.2119
H31 -6.6782 -4.9453 0.3909
H32 -4.9458 -4.8303 0.5626
H33 -4.9739 -4.6066 -4.9152
H34 -3.4586 -4.9098 -5.7987
H35 -3.8549 -7.3008 -5.7079
H36 -5.3155 -7.1713 -4.8044
H37 -5.2395 -6.5889 -6.5046
C16 5.3694 2.4002 -1.4748
C17 5.4917 3.9041 -1.4210
O10 4.8601 4.4636 -2.5786
P3 4.1569 5.8967 -2.5392
O11 5.1029 7.0175 -2.5397
O12 3.1616 5.8329 -1.2660
C18 2.1744 4.8131 -1.2390
C19 1.0769 5.2634 -0.2845
O13 3.2008 5.8370 -3.8032
C20 3.7445 6.2714 -5.0833
C21 2.9399 5.7730 -6.2539
H38 4.3242 2.0858 -1.3885
H39 5.7259 2.0286 -2.4353
H40 5.8782 1.9063 -0.6468
H41 5.0356 4.3443 -0.5326
H42 6.5554 4.1523 -1.4350
H43 1.7516 4.6345 -2.2288
H44 2.5618 3.8445 -0.9006
H45 0.4250 4.4571 0.0483
H46 1.5250 5.7751 0.5651
H47 0.4312 5.9563 -0.8284
H48 3.9092 7.3462 -5.0364
H49 4.7223 5.7820 -5.1141
H50 1.9442 6.2129 -6.3270
H51 3.4068 6.0939 -7.1867
H52 2.9235 4.6849 -6.2198
C22 -4.4644 -1.0656 0.0631
C23 -4.2839 -0.6969 -1.3975
O14 -5.4600 -0.0417 -1.8978
P4 -5.3587 1.2124 -2.8588
O15 -3.9915 1.6442 -3.2449
O16 -6.3561 0.8621 -4.0592
C24 -5.9084 0.2182 -5.2375
C25 -5.1047 -1.0419 -4.9974
O17 -6.2207 2.3576 -2.1459
C26 -5.7711 2.7901 -0.8409
C27 -6.5537 4.0664 -0.5825
H53 -3.7115 -1.8056 0.3314
H54 -4.4572 -0.2142 0.7448
H55 -5.4539 -1.5005 0.2113
H56 -3.3481 -0.1850 -1.6432
H57 -4.1110 -1.5703 -2.0367
H58 -6.7428 0.0419 -5.9243
H59 -5.4134 0.9755 -5.8610
H60 -5.6346 -1.6229 -4.2378
H61 -4.8399 -1.6026 -5.8898
H62 -4.1566 -0.8014 -4.5035
H63 -5.9861 2.0115 -0.1093
H64 -4.6996 3.0046 -0.8409
H65 -6.6084 4.6530 -1.5008
H66 -7.5986 3.7772 -0.4377
H67 -6.1803 4.6854 0.2265
C28 3.4101 -0.7065 -0.7027
C29 4.3297 -1.7073 0.0006
O18 3.7470 -3.0135 0.0542
P5 2.9426 -3.5444 1.3368
O19 2.5830 -2.4561 2.2595
O20 1.7380 -4.3739 0.7204
C30 0.6421 -3.7108 0.0978
C31 -0.4271 -4.7335 -0.2230
O21 3.9069 -4.6411 1.9795
C32 4.1115 -5.9360 1.3208
C33 5.4147 -5.8340 0.5782
H68 3.9561 0.1297 -1.1427
H69 2.8304 -1.1936 -1.4872
H70 2.6916 -0.2349 -0.0304
H71 5.2814 -1.8631 -0.5064
H72 4.5681 -1.3088 0.9901
H73 0.2243 -3.0086 0.8323
H74 0.8955 -3.0656 -0.7478
H75 -1.3742 -4.2903 -0.5306
H76 -0.0517 -5.3934 -1.0098
H77 -0.6714 -5.4014 0.6042
H78 4.0629 -6.7323 2.0610
H79 3.2652 -6.1330 0.6618
H80 5.4905 -4.9825 -0.0928
H81 6.2959 -5.7758 1.2225
H82 5.6197 -6.7369 -0.0079
N1 0.4857 2.0337 -3.4069
C34 1.8086 2.2289 -3.7032
C35 2.3838 0.9913 -3.9167
C36 1.3888 0.0423 -3.6135
C37 0.2293 0.6909 -3.2739
H83 -0.1877 2.7533 -3.2153
H84 2.1895 3.2314 -3.8121
H85 3.4061 0.7856 -4.1842
H86 1.5848 -1.0203 -3.6144
H87 -0.7242 0.3331 -2.9272
N2 -3.0360 -1.1681 3.4568
C38 -3.2720 -2.3292 2.8049
C39 -4.4618 -2.8488 3.2459
C40 -4.9933 -1.9402 4.1815
C41 -4.0748 -0.9123 4.3256
H88 -2.1915 -0.6187 3.3744
H89 -2.5452 -2.7427 2.1236
H90 -4.8713 -3.8126 2.9884
H91 -5.9105 -1.9744 4.7458
H92 -4.0075 -0.1209 5.0524
N3 0.5148 2.7453 3.8301
C42 1.1323 2.8811 5.0369
C43 1.6342 4.1703 5.0980
C44 1.3605 4.7778 3.8528
C45 0.6094 3.9067 3.1134
H93 0.1243 1.8617 3.5078
H94 1.2530 2.0754 5.7412
H95 2.1790 4.6325 5.9037
H96 1.6991 5.7687 3.5921
H97 0.1779 3.9249 2.1308
N4 -2.7283 2.3074 2.0503
C46 -4.0174 2.0619 2.4354
C47 -4.7333 3.2557 2.3595
C48 -3.8573 4.1619 1.7397
C49 -2.6533 3.5876 1.5772
H98 -2.0032 1.6035 1.9907
H99 -4.2597 1.0665 2.7735
H100 -5.7443 3.3925 2.7034
H101 -4.0758 5.1871 1.4732
H102 -1.7056 3.9885 1.2561

Net charge = 0
<S²> = 3.7517
E_tot = -170996.231 eV
2S+1 = 4
Kohn-Sham gap (spin up / spin down) = 5.773 / 7.990 eV